(1)
{"formula": "C28H46BN6O8Si", "method": "ωB97M-V/def2-TZVPD", "species": ["C", "C", "C", "C", "C", "N", "C", "C", "C", "C", "C", "N", "N", "N", "O", "B", "O", "O", "C", "C", "C", "O", "Si", "C", "C", "C", "H", "H", "H", "H", "H", "H", "H", "H", "H", "H", "H", "H", "H", "H", "H", "H", "H", "H", "H", "H", "H", "H", "H", "H", "H", "H", "H", "H", "H", "H", "H", "H", "H", "H", "H", "H", "C", "C", "C", "C", "C", "C", "N", "O", "O", "H", "H", "H", "H", "H", "C", "C", "C", "C", "C", "C", "N", "O", "O", "H", "H", "H", "H", "H"], "xyz": [[5.258, -0.756, 0.787], [4.245, -0.055, -0.344], [2.904, -1.001, -0.607], [1.605, -0.526, 0.329], [1.285, -1.653, 1.496], [0.460, -0.300, -0.642], [-0.348, -1.252, -1.498], [0.011, -2.853, -1.423], [-0.482, -3.691, -2.784], [-0.176, -5.281, -2.464], [-1.269, -5.989, -1.467], [-2.710, -5.594, -1.712], [-1.396, -0.504, -2.343], [-1.246, 0.843, -2.054], [-1.857, 1.949, -2.513], [-3.145, 1.651, -3.169], [-4.351, 2.364, -2.619], [-3.357, 0.767, -4.334], [-0.157, 1.030, -1.016], [0.147, 2.562, -0.507], [-0.895, 2.831, 0.773], [-0.548, 2.040, 1.968], [-1.895, 1.053, 2.526], [-1.300, -0.035, 4.030], [-2.544, -0.182, 1.148], [-3.432, 2.050, 3.129], [4.979, -1.903, 0.950], [5.167, -0.189, 1.825], [6.377, -0.720, 0.381], [4.879, -0.053, -1.348], [3.950, 1.044, -0.036], [3.231, -2.112, -0.337], [2.677, -0.969, -1.757], [1.925, 0.521, 0.795], [0.172, -2.007, 1.365], [1.507, -1.169, 2.557], [2.013, -2.597, 1.435], [-0.492, -3.393, -0.512], [1.178, -3.066, -1.353], [0.202, -3.315, -3.679], [-1.617, -3.462, -2.960], [-0.062, -5.920, -3.458], [0.879, -5.370, -1.914], [-1.119, -7.171, -1.473], [-1.014, -5.657, -0.353], [-2.928, -5.838, -2.724], [-2.879, -4.571, -1.533], [-4.060, 2.899, -1.799], [-4.148, 0.175, -4.071], [1.234, 2.686, -0.073], [0.023, 3.384, -1.338], [-0.800, 3.983, 1.032], [-2.026, 2.668, 0.441], [-1.011, 0.603, 4.974], [-0.372, -0.663, 3.617], [-2.134, -0.841, 4.291], [-1.722, -0.995, 0.919], [-3.525, -0.759, 1.497], [-2.864, 0.449, 0.211], [-3.670, 1.730, 4.254], [-3.299, 3.223, 3.064], [-4.374, 1.748, 2.484], [7.595, -3.195, 6.410], [7.990, -2.705, 5.164], [7.215, -2.964, 4.033], [6.037, -3.713, 4.161], [5.642, -4.212, 5.410], [6.427, -3.950, 6.534], [5.204, -3.966, 2.980], [5.597, -3.524, 1.890], [4.153, -4.604, 3.140], [8.200, -2.986, 7.291], [8.903, -2.119, 5.076], [7.536, -2.575, 3.069], [4.733, -4.799, 5.523], [6.127, -4.330, 7.508], [-3.994, 5.497, -4.328], [-5.322, 5.291, -3.948], [-6.189, 6.378, -3.819], [-5.715, 7.671, -4.078], [-4.381, 7.881, -4.452], [-3.523, 6.787, -4.575], [-6.629, 8.815, -3.969], [-7.796, 8.590, -3.617], [-6.181, 9.939, -4.238], [-3.323, 4.646, -4.433], [-5.681, 4.283, -3.756], [-7.220, 6.201, -3.522], [-3.999, 8.880, -4.651], [-2.486, 6.939, -4.868]], "mulliken_charge": [-0.6264, -0.4926, -0.6459, 0.1154, -1.1590, 0.7351, -0.2930, -0.0007, -0.4949, -0.5256, -0.5430, -0.5921, -0.6222, 0.8185, -0.2775, 0.6133, -0.5320, -0.4463, -0.2712, -0.7172, -0.1586, -0.5123, 0.7081, -0.8163, -0.3105, -1.0260, 0.0465, 0.2400, 0.3019, 0.3125, 0.2013, 0.2978, 0.3260, 0.4774, 0.2381, 0.2437, 0.2620, 0.1565, 0.1241, 0.3205, 0.3096, 0.3527, 0.2640, 0.3217, 0.2203, 0.2705, 0.2494, 0.2951, 0.3541, 0.2601, 0.4533, 0.3233, 0.0866, 0.2979, 0.0829, 0.2783, -0.1440, 0.4355, -0.0227, 0.2804, 0.2777, 0.3126, -0.3986, -0.4884, -0.2328, 0.1605, -0.3644, -0.4417, 1.0682, -0.6698, -0.6096, 0.3721, 0.3703, 0.4204, 0.4208, 0.3703, -0.3348, -0.2708, -0.3852, -0.0026, -0.2946, -0.5323, 0.9594, -0.5715, -0.5719, 0.3436, 0.4105, 0.4288, 0.4345, 0.3745], "total_charge": 1, "homo_lumo_gap_ev": 8.24, "total_energy_ev": -63638.049, "homo_ha": -0.424}

---

(2)
{"formula": "C28H46Br2F3N4O4RuSSb", "method": "ωB97M-V/def2-TZVPD", "species": ["Ru", "C", "C", "N", "C", "C", "N", "C", "C", "N", "H", "H", "H", "H", "H", "H", "H", "H", "H", "H", "H", "H", "H", "H", "H", "Br", "C", "C", "C", "Br", "C", "C", "C", "C", "N", "C", "C", "O", "H", "H", "H", "H", "C", "C", "C", "C", "Sb", "C", "C", "C", "C", "C", "C", "C", "C", "H", "H", "H", "H", "H", "H", "H", "H", "H", "H", "H", "H", "H", "H", "H", "H", "H", "H", "H", "H", "H", "H", "H", "H", "H", "H", "H", "F", "C", "F", "F", "S", "O", "O", "O"], "xyz": [[-0.300, -1.335, 2.174], [-2.505, 0.463, 1.739], [-2.484, 0.461, 3.261], [-1.546, -0.577, 3.783], [-0.637, -0.057, 4.837], [0.526, 0.725, 4.233], [0.980, 0.133, 2.939], [1.109, 1.132, 1.848], [-0.285, 1.552, 1.443], [-1.120, 0.330, 1.225], [-3.064, -0.398, 1.371], [-2.980, 1.369, 1.355], [-2.171, 1.432, 3.646], [-3.490, 0.286, 3.642], [-2.063, -1.343, 4.211], [-1.192, 0.581, 5.529], [-0.278, -0.911, 5.398], [0.246, 1.762, 4.051], [1.355, 0.741, 4.939], [1.875, -0.329, 3.076], [1.708, 1.992, 2.157], [1.601, 0.628, 1.019], [-0.754, 2.154, 2.218], [-0.262, 2.139, 0.524], [-1.152, 0.173, 0.215], [2.580, -2.327, -1.909], [1.556, -3.457, -0.812], [1.530, -4.843, -1.102], [0.616, -5.666, -0.515], [0.650, -7.510, -0.894], [-0.377, -5.132, 0.356], [-1.470, -5.843, 0.889], [-2.407, -5.182, 1.635], [-2.242, -3.815, 1.885], [-1.215, -3.126, 1.430], [-0.286, -3.767, 0.665], [0.741, -2.932, 0.153], [0.769, -1.668, 0.582], [2.246, -5.237, -1.810], [-1.560, -6.903, 0.696], [-3.258, -5.697, 2.055], [-2.966, -3.273, 2.481], [-1.965, 3.909, -3.016], [-0.452, 3.955, -2.779], [-0.234, 5.010, -1.687], [0.219, 4.407, -4.076], [0.262, 1.984, -1.998], [-0.733, 0.587, -3.405], [-2.181, 0.519, -2.899], [-0.182, -0.829, -3.297], [-0.676, 1.014, -4.869], [2.475, 2.128, -2.278], [2.945, 1.900, -3.711], [2.805, 3.559, -1.828], [3.228, 1.189, -1.310], [-2.289, 4.908, -3.325], [-2.514, 3.663, -2.104], [-2.266, 3.221, -3.802], [-0.738, 5.935, -1.989], [0.812, 5.256, -1.519], [-0.672, 4.699, -0.736], [-0.259, 5.332, -4.419], [0.120, 3.674, -4.876], [1.278, 4.627, -3.952], [-2.223, 0.028, -1.921], [-2.765, -0.100, -3.589], [-2.684, 1.477, -2.812], [-0.141, -1.179, -2.262], [0.809, -0.923, -3.736], [-0.851, -1.500, -3.848], [-1.075, 2.011, -5.043], [-1.263, 0.316, -5.476], [0.349, 0.993, -5.244], [2.493, 2.601, -4.412], [2.714, 0.887, -4.050], [4.033, 2.023, -3.771], [2.570, 4.301, -2.587], [3.877, 3.636, -1.627], [2.290, 3.839, -0.905], [3.517, 0.208, -1.695], [2.673, 1.011, -0.388], [4.167, 1.676, -1.033], [2.335, -3.981, 5.358], [1.173, -3.565, 5.842], [1.318, -2.293, 6.255], [0.828, -4.310, 6.879], [-0.127, -3.664, 4.545], [-1.339, -3.156, 5.141], [-0.106, -5.013, 4.083], [0.427, -2.692, 3.555]], "lowdin_spin": [0.7930, 0.0003, 0.0017, 0.0013, 0.0031, 0.0004, -0.0062, -0.0004, -0.0007, 0.0019, 0.0000, -0.0004, 0.0000, -0.0001, -0.0001, 0.0004, -0.0001, 0.0001, -0.0001, -0.0003, -0.0002, -0.0002, 0.0000, 0.0002, 0.0017, 0.0058, 0.0296, -0.0055, 0.0243, 0.0059, -0.0018, 0.0082, -0.0039, 0.0075, -0.0107, -0.0001, -0.0098, 0.1099, -0.0008, 0.0006, -0.0004, 0.0003, 0.0000, 0.0003, 0.0000, 0.0001, 0.0007, -0.0001, 0.0001, 0.0002, 0.0000, 0.0001, 0.0000, 0.0000, 0.0000, 0.0000, 0.0000, 0.0000, 0.0000, 0.0000, 0.0000, 0.0000, 0.0000, 0.0000, 0.0001, 0.0000, 0.0000, 0.0001, 0.0001, 0.0000, 0.0000, 0.0000, 0.0000, 0.0000, 0.0000, 0.0000, 0.0000, 0.0000, 0.0000, 0.0000, 0.0000, 0.0000, 0.0001, -0.0005, 0.0000, -0.0002, 0.0029, 0.0027, 0.0031, 0.0356], "total_charge": 1, "homo_lumo_gap_ev": [7.53, 6.19], "total_energy_ev": -212120.750, "homo_ha": [-0.381, -0.381], "s2": 0.76, "relative_energy_kj_mol": 0.00, "spin_multiplicity": 2}